Record 1
Entry from OMol25: the molecule C16H18N2O5S at a distorted geometry (the ωB97M-V functional and the def2-TZVPD basis).

Structure (SMILES)   CCOC(=O)COc1ccc(S(=O)(=O)NCc2ccncc2)cc1
Energy relative to the best compared isomer or geometry (same formula, charge and spin)   1682.3 kJ/mol
Orbital gap   8.31 eV
Maximum force   15.22 eV/A
Energy   -40922.1979 eV

Last column: natural (NBO) charge in e.
Cartesian coordinates (Å):
O: 5.287 1.684 -1.024  -0.89
C: 1.911 1.224 -1.406  -0.15
C: -3.677 0.856 -0.657  0.81
H: 3.746 -1.235 1.543  0.21
H: -2.227 1.777 -2.094  0.20
H: 1.457 -1.113 2.152  0.23
C: 0.600 1.930 0.815  -0.22
C: -4.796 0.477 1.173  -0.10
C: 2.136 -1.611 0.338  0.14
N: 4.283 -0.707 -0.522  -0.73
H: -5.625 -1.137 0.207  0.21
H: -4.783 0.724 2.202  0.20
H: -0.033 2.235 1.923  0.24
H: 2.563 1.804 1.971  0.25
C: 3.653 -1.454 0.581  -0.30
C: -0.036 1.599 -0.248  0.23
H: 0.119 -2.343 -2.572  0.18
C: 0.583 1.473 -1.358  -0.24
O: 4.749 1.075 1.527  -0.87
H: 0.163 1.089 -2.481  0.26
H: -5.523 1.234 0.669  0.21
H: -0.932 -1.031 1.247  0.20
H: 2.632 1.024 -2.126  0.25
C: -0.091 -1.234 0.600  0.08
H: 5.141 -0.903 -0.528  0.37
O: -4.663 0.846 -1.275  -0.64
C: 1.824 -1.861 -1.367  -0.24
H: 2.609 -2.243 -1.835  0.22
C: -2.209 1.149 -1.319  -0.18
O: -3.638 0.544 0.443  -0.45
C: 1.109 -1.392 1.177  -0.36
H: -4.531 -1.701 1.609  0.22
S: 4.347 0.868 0.112  2.09
O: -1.476 1.761 -0.274  -0.52
N: -0.469 -1.904 -0.603  -0.44
C: 0.565 -2.021 -1.462  0.01
H: -1.799 0.144 -1.158  0.24
C: 1.998 1.873 1.046  -0.14
C: -5.315 -0.969 1.105  -0.60
H: 4.083 -2.693 0.465  0.22
C: 2.688 1.168 -0.221  -0.38
H: -6.426 -1.006 1.625  0.21


Record 2
Entry from OMol25: the molecule C16H18N2OS (the ωB97M-V functional and the def2-TZVPD basis).

Structure (SMILES)   S=C(NCc1ccco1)N[C@H]1CCCc2ccccc21
Energy relative to the best compared isomer or geometry (same formula, charge and spin)   104.5 kJ/mol
Orbital gap   8.69 eV
Maximum force   0.90 eV/A
Energy   -32747.3837 eV

Last column: natural (NBO) charge in e.
Cartesian coordinates (Å):
H: -1.734 -3.912 2.461  0.24
H: 2.465 -0.561 -0.475  0.23
C: 1.264 1.210 -0.603  -0.07
H: -0.763 3.965 1.139  0.21
C: 2.721 1.789 -2.886  -0.20
C: -1.952 -3.299 0.386  0.25
H: -0.599 -3.278 -1.260  0.22
H: 0.938 4.292 0.835  0.21
C: -4.121 -3.239 0.349  0.08
C: 1.741 2.666 -2.452  -0.24
C: 0.436 1.006 0.645  -0.07
C: -3.780 -3.620 1.609  -0.31
H: -0.621 0.883 0.361  0.19
H: -0.079 4.228 -1.316  0.22
O: -3.023 -3.036 -0.400  -0.41
H: 1.471 0.029 2.198  0.42
C: 2.254 0.341 -1.030  -0.20
C: 1.007 2.383 -1.312  0.07
N: 0.825 -0.135 1.440  -0.60
C: -2.364 -3.657 1.635  -0.29
H: 3.289 2.015 -3.776  0.21
C: -0.583 -3.106 -0.182  -0.28
H: 1.546 3.576 -3.001  0.21
S: 1.214 -2.578 2.210  -0.30
H: 0.113 -3.797 0.301  0.26
C: 2.978 0.630 -2.175  -0.21
C: -0.062 3.282 -0.775  -0.44
H: -0.523 -1.026 -0.469  0.40
H: -1.036 2.802 -0.919  0.21
H: -0.068 2.162 2.391  0.22
C: 0.553 2.276 1.501  -0.39
C: 0.601 -1.441 1.175  0.30
H: 1.592 2.356 1.828  0.21
H: -5.071 -3.083 -0.123  0.20
N: -0.086 -1.766 0.059  -0.59
H: 3.747 -0.051 -2.507  0.22
H: -4.446 -3.848 2.416  0.23
C: 0.153 3.543 0.724  -0.39


Record 3
Entry from OMol25: the molecule C16H18N2OS (the ωB97M-V functional and the def2-TZVPD basis).

Structure (SMILES)   C=CCN(CC=C)C(=S)NC(=O)/C=C/c1ccccc1
Energy relative to the best compared isomer or geometry (same formula, charge and spin)   259.5 kJ/mol
Orbital gap   7.86 eV
Maximum force   0.82 eV/A
Energy   -32745.7768 eV

Last column: natural (NBO) charge in e.
Cartesian coordinates (Å):
H: 0.353 -4.575 1.614  0.21
H: -0.010 -2.547 0.525  0.23
C: -1.051 2.724 -3.358  -0.26
H: 2.058 -2.312 5.642  0.22
H: 1.957 -4.775 5.563  0.22
H: 3.545 0.455 -0.771  0.20
H: 1.315 -0.982 3.728  0.20
H: -0.276 1.772 0.874  0.43
C: 1.684 -2.808 4.759  -0.23
H: -3.765 2.921 -3.598  0.20
H: 0.988 1.376 -3.708  0.22
H: 0.381 0.077 -2.659  0.25
C: 0.775 -2.682 2.526  -0.13
C: -3.337 2.049 -4.064  -0.36
H: 2.159 2.315 -1.545  0.20
S: -1.720 3.422 -0.504  -0.24
N: -0.362 2.016 -2.294  -0.39
C: 0.316 -1.946 1.366  -0.08
H: 0.535 0.074 1.991  0.20
C: -0.243 -0.047 -0.047  0.66
H: -1.567 3.581 -2.921  0.25
H: -1.621 0.933 -4.498  0.20
C: 2.670 0.292 -1.376  -0.39
N: -0.257 1.336 -0.041  -0.65
C: 0.714 1.120 -2.679  -0.28
C: 1.920 1.291 -1.803  -0.18
C: 0.241 -0.617 1.217  -0.32
C: 1.263 -2.059 3.678  -0.12
C: 0.728 -4.079 2.498  -0.16
H: 1.103 -5.904 3.541  0.22
C: 1.628 -4.193 4.716  -0.19
H: 2.437 -0.731 -1.618  0.20
C: 1.148 -4.826 3.580  -0.21
C: -2.039 1.820 -4.040  -0.19
C: -0.752 2.186 -1.027  0.30
H: -4.025 1.379 -4.550  0.20
O: -0.594 -0.710 -1.002  -0.61
H: -0.306 3.086 -4.075  0.20


Record 4
Entry from OMol25: a structure of composition C16H18N4O2PdS at a distorted geometry (the ωB97M-V functional and the def2-TZVPD basis).

Energy relative to the best compared isomer or geometry (same formula, charge and spin)   0.0 kJ/mol
Orbital gap   7.55 eV
Maximum force   1.87 eV/A
Energy   -41255.2963 eV

Last column: natural (NBO) charge in e.
Cartesian coordinates (Å):
C: -5.044 1.811 0.765  -0.18
C: -0.248 -4.287 0.565  -0.25
C: -2.371 2.444 0.310  -0.24
H: 3.487 3.750 0.259  0.40
C: -4.143 0.818 0.469  -0.25
H: -1.666 -3.069 2.414  0.23
S: 2.356 0.411 -0.247  -0.28
H: -1.170 -1.424 2.056  0.25
O: 0.508 -0.221 3.509  -0.73
C: 0.569 -3.849 -1.631  -0.26
H: 0.214 -5.822 -0.859  0.22
O: -1.987 0.128 -0.141  -0.75
H: 1.131 0.489 3.671  0.48
C: -4.640 3.155 0.818  -0.29
C: 1.230 -1.436 3.353  -0.07
H: 1.882 -1.594 4.216  0.17
H: -0.562 -4.976 1.339  0.22
H: -0.308 -2.599 4.233  0.22
C: -3.323 3.448 0.579  -0.13
C: 0.183 -4.758 -0.660  -0.14
H: -0.816 3.918 0.105  0.20
N: 0.097 -2.051 -0.138  -0.45
C: 0.517 -2.508 -1.323  0.07
C: -1.004 2.854 0.194  0.15
H: 4.315 2.283 -0.090  0.39
H: -2.984 4.479 0.623  0.20
H: -5.349 3.938 1.055  0.21
H: -4.445 -0.221 0.416  0.21
H: 0.895 -4.170 -2.610  0.23
N: 0.039 2.117 0.256  -0.29
C: -2.776 1.098 0.211  0.39
H: 0.779 -3.498 3.167  0.20
C: 0.225 -2.561 3.281  -0.40
N: 1.238 2.820 0.255  -0.42
H: 0.808 -1.756 -2.042  0.22
C: 2.288 2.116 0.114  0.27
H: 1.847 -1.408 2.451  0.17
Pd: 0.061 0.055 0.174  0.81
H: -6.081 1.556 0.959  0.21
C: -0.814 -2.444 2.147  -0.46
N: 3.500 2.745 0.265  -0.81
C: -0.294 -2.920 0.817  0.27


Record 5
Entry from OMol25: the molecule C16H18N4O5 at a distorted geometry (the ωB97M-V functional and the def2-TZVPD basis).

Structure (SMILES)   CCOC(=O)c1nnn(CC(=O)Nc2ccccc2)c1C(=O)OCC
Energy relative to the best compared isomer or geometry (same formula, charge and spin)   152.1 kJ/mol
Orbital gap   8.74 eV
Maximum force   1.34 eV/A
Energy   -33082.1937 eV

Last column: natural (NBO) charge in e.
Cartesian coordinates (Å):
C: 3.335 -2.780 1.356  -0.08
C: -4.131 1.669 -0.036  -0.27
C: 4.666 -2.203 1.805  -0.63
H: -6.977 1.827 1.775  0.21
O: -2.739 -2.421 -0.117  -0.59
N: -0.303 0.746 -1.502  -0.08
H: -6.572 -0.605 1.873  0.21
C: -5.888 0.035 1.338  -0.19
H: -1.295 -1.473 -2.580  0.24
C: -0.996 -1.559 -1.530  -0.33
N: -2.773 -0.194 -0.650  -0.64
H: 5.346 -3.008 2.066  0.22
C: -3.904 0.296 0.019  0.23
H: 3.691 3.747 1.652  0.19
C: 2.919 1.186 -0.074  0.78
O: 3.943 0.558 -0.169  -0.59
C: 4.726 3.717 -0.255  -0.63
H: -5.402 3.280 0.547  0.21
H: 4.524 -1.559 2.668  0.21
H: -0.538 -2.535 -1.364  0.28
C: -6.116 1.400 1.283  -0.23
C: -2.278 -1.448 -0.663  0.67
H: 4.057 4.425 -0.739  0.22
H: 5.049 2.981 -0.987  0.22
H: 5.094 -1.610 1.000  0.23
N: 0.669 1.473 -1.106  -0.19
H: 3.462 -3.498 0.539  0.21
H: -4.613 -1.585 0.755  0.25
C: -5.233 2.215 0.594  -0.19
C: 4.011 3.026 0.897  -0.08
O: 2.513 -1.703 0.895  -0.48
H: 4.661 2.270 1.351  0.20
H: 2.812 -3.272 2.183  0.19
H: -2.224 0.518 -1.132  0.43
H: -3.439 2.303 -0.572  0.21
C: 1.611 0.688 -0.552  -0.01
O: 2.807 2.397 0.455  -0.48
O: 1.639 -2.942 -0.773  -0.58
C: 1.156 -0.631 -0.620  0.04
C: 1.786 -1.896 -0.190  0.78
H: 5.597 4.246 0.121  0.22
N: -0.046 -0.531 -1.234  -0.12
C: -4.789 -0.524 0.711  -0.27


Record 6
Entry from OMol25: a structure of composition C16H18N5NaOS (the ωB97M-V functional and the def2-TZVPD basis).

Energy relative to the best compared isomer or geometry (same formula, charge and spin)   0.0 kJ/mol
Orbital gap   7.53 eV
Maximum force   0.94 eV/A
Energy   -41636.2367 eV

Last column: natural (NBO) charge in e.
Cartesian coordinates (Å):
C: -3.329 0.476 3.402  -0.29
H: -1.520 3.336 3.653  0.25
H: -3.612 2.260 4.572  0.21
N: -4.542 1.005 -0.208  -0.59
N: -5.007 -1.194 -0.642  -0.60
C: 3.551 2.146 -1.584  -0.25
C: -6.335 -1.119 -0.044  -0.22
H: 2.619 2.556 0.983  0.21
H: 1.675 3.498 -0.120  0.20
N: 0.640 1.861 0.740  -0.74
H: -7.088 -0.893 -0.803  0.19
H: 4.002 3.067 -1.231  0.22
H: -6.542 1.655 -0.269  0.19
H: 3.876 -0.321 -3.869  0.22
H: -3.890 1.760 -0.342  0.43
C: -6.330 -0.052 1.034  -0.42
H: -7.335 0.085 1.431  0.23
C: -5.821 1.249 0.446  -0.22
C: 3.487 0.268 -3.049  -0.28
H: 1.843 -1.046 -2.673  0.19
C: -2.993 1.751 3.843  -0.17
C: 2.353 -0.135 -2.379  0.04
C: 0.186 2.376 1.862  0.58
H: -4.714 -2.022 -1.131  0.42
H: -4.202 -0.045 3.776  0.21
C: 4.098 1.445 -2.634  -0.16
H: -2.733 -1.125 2.103  0.19
C: -4.170 -0.151 -0.773  0.34
C: -1.854 2.356 3.344  -0.23
C: -1.079 1.674 2.410  0.16
H: -5.676 -0.361 1.852  0.22
O: 0.607 3.340 2.526  -0.72
N: -1.403 0.445 1.978  -0.49
C: -2.504 -0.130 2.473  0.03
C: 2.400 1.673 -0.949  0.25
H: 4.992 1.806 -3.129  0.22
H: -5.667 1.996 1.222  0.22
C: 1.831 2.465 0.223  -0.27
N: 1.809 0.538 -1.353  -0.50
S: -2.685 -0.287 -1.581  -0.38
Na: -0.347 0.234 -0.138  0.89
H: -6.571 -2.096 0.374  0.21


- Which value of maximum force does entry 4 give?
  1.87 eV/A


Copy entry 5 word for word.
Entry from OMol25: the molecule C16H18N4O5 at a distorted geometry (the ωB97M-V functional and the def2-TZVPD basis).

Structure (SMILES)   CCOC(=O)c1nnn(CC(=O)Nc2ccccc2)c1C(=O)OCC
Energy relative to the best compared isomer or geometry (same formula, charge and spin)   152.1 kJ/mol
Orbital gap   8.74 eV
Maximum force   1.34 eV/A
Energy   -33082.1937 eV

Last column: natural (NBO) charge in e.
Cartesian coordinates (Å):
C: 3.335 -2.780 1.356  -0.08
C: -4.131 1.669 -0.036  -0.27
C: 4.666 -2.203 1.805  -0.63
H: -6.977 1.827 1.775  0.21
O: -2.739 -2.421 -0.117  -0.59
N: -0.303 0.746 -1.502  -0.08
H: -6.572 -0.605 1.873  0.21
C: -5.888 0.035 1.338  -0.19
H: -1.295 -1.473 -2.580  0.24
C: -0.996 -1.559 -1.530  -0.33
N: -2.773 -0.194 -0.650  -0.64
H: 5.346 -3.008 2.066  0.22
C: -3.904 0.296 0.019  0.23
H: 3.691 3.747 1.652  0.19
C: 2.919 1.186 -0.074  0.78
O: 3.943 0.558 -0.169  -0.59
C: 4.726 3.717 -0.255  -0.63
H: -5.402 3.280 0.547  0.21
H: 4.524 -1.559 2.668  0.21
H: -0.538 -2.535 -1.364  0.28
C: -6.116 1.400 1.283  -0.23
C: -2.278 -1.448 -0.663  0.67
H: 4.057 4.425 -0.739  0.22
H: 5.049 2.981 -0.987  0.22
H: 5.094 -1.610 1.000  0.23
N: 0.669 1.473 -1.106  -0.19
H: 3.462 -3.498 0.539  0.21
H: -4.613 -1.585 0.755  0.25
C: -5.233 2.215 0.594  -0.19
C: 4.011 3.026 0.897  -0.08
O: 2.513 -1.703 0.895  -0.48
H: 4.661 2.270 1.351  0.20
H: 2.812 -3.272 2.183  0.19
H: -2.224 0.518 -1.132  0.43
H: -3.439 2.303 -0.572  0.21
C: 1.611 0.688 -0.552  -0.01
O: 2.807 2.397 0.455  -0.48
O: 1.639 -2.942 -0.773  -0.58
C: 1.156 -0.631 -0.620  0.04
C: 1.786 -1.896 -0.190  0.78
H: 5.597 4.246 0.121  0.22
N: -0.046 -0.531 -1.234  -0.12
C: -4.789 -0.524 0.711  -0.27